1.
Below is a 12-piece molecular cluster, C15H54O18 overall, with properties calculated with the ωB97M-V functional and the def2-TZVPD basis.

```
87
Properties=species:S:1:pos:R:3:forces:R:3:mulliken_charge:R:1
O -3.586683 2.530522 -0.395158 -0.0322 0.1842 -0.0357 -0.582
O -0.530488 -5.134000 -2.909530 0.2102 0.6469 0.2329 -0.555
O 3.254185 -3.460075 3.663781 1.0254 1.0155 -1.4639 -0.137
O -0.417570 0.536791 -1.540895 1.7118 0.0012 0.0835 0.164
O -3.112846 0.401043 -1.921961 0.3441 -0.1751 -0.9201 -0.755
O -0.256799 -0.862881 0.827571 -0.4298 0.5149 0.4117 -0.200
O -1.357963 -1.101121 5.184814 -0.4987 -0.2470 1.6701 -0.568
O 2.891743 2.651104 -1.500290 0.2678 -0.1116 0.8725 -0.693
O 0.881502 -3.102184 5.090140 1.0309 -0.5441 1.9076 -0.608
O -0.540166 6.282854 -1.684405 -1.4135 -0.5600 -1.6239 -0.585
O -3.130544 -1.111495 0.328293 -0.4397 -0.0433 0.0287 -0.653
O 4.173774 3.528676 4.440980 0.2489 -0.1006 0.0960 -0.556
O -3.502661 -0.775392 -4.368752 0.0630 0.2235 -0.2517 -0.401
O 1.440578 4.473823 -2.845190 -0.6491 0.7282 -0.6236 -0.556
O 1.445758 3.820997 3.514654 0.2754 0.5006 0.1146 -0.570
O 0.379174 -2.800775 -1.318734 -0.2480 0.8732 0.1131 -0.548
O 2.302437 0.056366 -2.593648 0.3679 0.0648 0.0102 -0.684
O -4.717834 -1.877472 -6.745817 -0.3719 -0.0791 0.8825 -0.513
C -0.165028 1.350530 -0.388174 -2.0242 -1.2652 -0.0764 -0.407
C 3.245078 2.467830 4.445059 -0.6579 1.2173 -0.2404 -0.695
C 4.039401 -2.282091 3.353741 1.8424 -2.2642 1.3378 0.527
C -5.345663 -1.787688 -5.478801 -0.8130 2.2282 1.0092 -0.565
C -0.472090 -1.313183 4.161903 0.3759 -0.9659 -1.8099 0.006
C -4.877748 -0.529657 -4.641867 0.3178 -2.0738 -0.5391 -0.224
C -0.905188 4.940036 -2.226013 2.1665 0.6593 0.5636 -0.066
C 0.267322 0.457169 0.781402 1.5210 0.2122 0.0186 0.047
C -1.312843 -3.953496 -2.610117 -0.2149 -0.8588 -1.0713 -0.508
C 5.383190 -2.885338 2.940634 0.3057 -0.1261 -0.8150 -1.459
C -0.452123 -2.690385 -2.500684 -0.2915 -1.2652 0.7156 0.252
C 3.358616 -1.482855 2.288777 -1.5833 0.5150 -1.1250 -0.676
C 0.099677 4.534377 -3.336007 -0.4646 -0.6604 0.6302 -0.437
C 0.023874 -2.819234 4.073378 -0.8623 2.0639 -1.8871 -0.292
C 2.218195 2.667597 3.302901 0.5122 -1.1684 1.2208 0.575
H 3.410780 -1.946300 1.303586 0.2122 -0.0816 0.1382 0.392
H -5.256767 -2.662722 -4.834962 0.4809 -0.2595 -0.1593 0.266
H -3.416384 2.972619 0.436576 0.1721 0.1438 0.2073 0.274
H 0.642731 -2.958177 3.186913 -0.5894 0.0508 -0.6806 0.159
H 1.356019 0.435635 0.732657 0.4235 -0.4727 -0.1136 0.097
H 0.381011 -0.645677 4.283403 0.1108 -0.0484 0.0791 0.195
H 3.797812 1.529574 4.397637 -0.0953 -0.0861 -0.3845 0.163
H -2.092716 -3.823209 -3.360408 0.2063 0.2959 -0.4683 0.311
H 6.141176 -2.103459 2.893575 -0.0820 0.1256 0.0169 0.384
H -3.205376 -0.272454 -1.248126 -0.2313 -0.5990 0.7060 0.428
H 0.857610 3.891816 2.759221 -0.0590 0.2711 0.0172 0.303
H 2.547546 1.771436 -1.655028 0.2699 -0.5094 -0.3328 0.317
H 3.754988 -0.468193 2.250805 0.2717 -0.1276 0.1643 0.395
H 0.109127 6.209834 -0.981059 -0.0202 -0.5309 -0.0929 0.299
H 1.525534 1.834711 3.423813 0.0484 -0.6562 -0.6184 -0.203
H 0.190985 -2.517428 -3.363589 -0.2066 -0.2286 -0.1941 0.285
H 1.082072 -3.436450 -1.471847 -0.1341 -0.2054 -0.2464 0.287
H -3.605261 -1.882080 0.639840 -0.3288 -0.1805 -0.0335 0.292
H -0.847746 -3.473506 4.090947 -0.0428 -0.1694 -0.2694 0.413
H 4.129941 -1.692342 4.265940 -0.4030 0.1232 0.2227 0.335
H -1.885104 4.772684 -2.673077 -0.3675 1.1911 0.3442 0.350
H 2.588036 -0.801467 -2.279353 0.1125 -0.2091 0.0166 0.283
H 2.724900 2.499268 5.402409 -0.3100 -0.3344 0.1004 0.421
H -1.011210 -1.050195 3.251805 0.5808 -0.1321 -0.5966 0.105
H -0.855987 -5.566441 -3.702415 -0.0432 0.1505 -0.0270 0.324
H -3.270160 1.225017 -1.460910 -0.0567 0.5858 0.2396 0.260
H 2.303116 -1.417495 2.552876 -0.1046 0.2842 -0.1030 -0.035
H -2.211844 -1.303209 0.516599 0.8716 0.2099 0.1622 0.282
H 0.301977 -3.053424 5.853936 0.6033 -0.0850 0.9940 0.351
H -0.860357 4.353541 -1.308338 0.1372 -0.8945 -0.4992 0.014
H -5.045945 0.418639 -5.152298 0.0685 -0.0407 -0.2847 0.291
H -5.394058 -0.509379 -3.682121 -0.4645 -0.0420 -0.0421 0.294
H -3.360911 -0.381857 -3.504670 0.5110 0.3040 0.1724 0.237
H -0.142564 3.564114 -3.769602 -0.1351 -0.4057 0.5105 0.266
H -1.361074 0.541483 -1.718027 -0.6101 -0.0711 -0.3419 -0.055
H 0.020154 5.154723 -4.228728 0.0409 0.6767 0.3213 0.397
H 2.423710 3.205244 -2.124873 -0.1974 0.4243 -0.2823 0.460
H -1.917460 -4.238591 -1.749152 0.4251 0.6906 0.6931 0.260
H 5.763558 -3.699529 3.557498 -0.3160 0.3181 0.4693 0.410
H -6.418275 -1.613634 -5.564271 -0.1343 -0.2933 -0.7682 0.363
H 2.763466 2.683340 2.359219 -0.1765 -0.0681 -0.2242 0.265
H 0.549806 2.136202 -0.632761 -0.0215 0.0133 0.3062 0.240
H 5.291584 -3.328710 1.949105 -0.0166 0.1883 -0.1477 0.379
H 2.612510 -3.239462 4.342894 -1.6174 0.1153 1.5719 0.373
H 3.692954 4.258920 4.837412 0.2307 0.3974 -0.1026 0.336
H -4.523638 2.335674 -0.375947 -0.4466 0.0526 0.0238 0.256
H -2.197590 -1.468558 4.899143 -0.2876 0.1026 0.2623 0.400
H 1.779916 5.352323 -3.031420 0.5057 0.0234 0.2513 0.290
H -1.164888 1.701977 -0.133487 0.1606 0.8764 0.1899 -0.177
H 1.357467 0.065327 -2.441356 -0.8247 0.0142 0.0401 0.299
H 0.110664 0.914103 1.758518 -0.5831 0.1357 -0.0737 0.403
H -3.783447 -1.818859 -6.533488 0.3570 0.0058 -0.2270 0.340
H -1.125367 -1.838601 -2.404226 0.2443 0.0957 0.3139 -0.136
H 0.022709 -1.347187 0.047228 0.2691 -0.2755 -0.6566 -0.019
```
Forces are in eV/Å.

Output
spin multiplicity = 2
charge = +1
<S²> = 0.754
lowest unoccupied orbital energy (alpha / beta) = -2.623 / -9.440 eV

2.
Below is C15H55FN23O12Tl as an isolated structure, with properties calculated with the ωB97M-V functional and the def2-TZVPD basis.

```
107
Properties=species:S:1:pos:R:3:forces:R:3:mulliken_charge:R:1
Tl 0.403951 0.007419 0.251472 -0.0944 0.0503 -0.1961 2.009
F -1.279429 1.771429 -1.240498 0.3713 -0.1171 0.5985 -0.583
O -2.767209 -0.810951 0.156392 1.1318 -0.5124 1.2541 -0.189
O 2.034601 -1.959391 -1.530118 0.8119 1.6727 1.1207 -0.203
O -1.136319 1.601719 2.460232 1.8359 2.1038 0.3216 0.082
O -1.159109 -1.631771 2.397572 2.3405 2.8265 -0.7583 0.028
O 1.719061 -2.590051 1.409052 0.6821 0.0093 -0.3491 -0.074
O -0.889249 6.792809 -0.833898 0.7773 1.6142 0.0669 -0.698
O -0.684689 -0.852321 -2.584698 0.5938 0.3284 1.4063 -0.360
O 2.086161 1.587949 -1.439168 -2.8388 -0.9120 3.2683 -0.391
O 1.464021 0.221119 2.930202 -1.0483 2.3443 -3.9667 -0.322
O -0.381749 -2.755531 -0.299308 -0.0956 0.1043 -0.1456 0.236
O 3.362301 -0.421581 0.399152 -1.3353 0.6370 -0.1954 -0.282
O -3.272779 4.182029 -4.918748 1.0134 -0.5808 -0.2760 -0.697
N -1.439289 -1.782031 -4.415318 0.2328 -5.4812 -3.2109 -0.477
N 3.117391 -0.684391 4.037082 7.0205 -0.8858 0.3522 -0.390
N 2.844631 2.926089 -2.981498 -0.2956 4.7660 -2.0866 -0.409
N -1.707859 2.969639 -3.693498 5.8641 -0.4253 -3.0024 0.068
N -2.061719 0.169149 -4.090158 -2.0003 4.6419 0.1207 -0.518
N -0.278719 -4.865441 -0.790848 4.4259 -6.2988 -1.2501 -0.281
N 1.022691 -3.772241 3.180202 -3.0206 1.1823 3.6502 -0.433
N -2.228119 -3.954621 -0.685138 -4.4965 -0.2734 -0.4614 -0.604
N 3.687711 0.966389 -2.881258 1.6261 -2.7525 -0.1961 -0.433
N -2.575649 -3.281221 2.273792 -1.5214 -2.6531 -2.7866 -0.461
N -2.249469 5.133759 -0.325748 -2.6855 -2.0906 1.1118 -0.169
N -4.882339 -1.298391 -0.131328 -2.6098 -1.3777 -0.0849 -0.358
N 2.372291 -4.730641 1.872812 2.5657 -1.3916 -2.5677 -0.446
N 2.939631 -3.819691 -2.285268 6.2652 -4.9086 1.7915 -0.383
N -0.411139 4.711939 -1.352178 4.2035 -4.3301 -2.3081 0.023
N 1.127701 -0.942271 4.729082 -2.7505 -1.8288 3.3553 -0.369
N -3.862639 0.594939 -1.059278 -2.2627 2.4343 -2.1301 -0.111
N 5.070891 -1.629911 1.245372 0.4862 -3.8947 2.9382 -0.454
N 1.177811 -3.128881 -3.163008 -5.0056 -0.2180 -4.3583 -0.278
N -3.572659 3.210059 -2.948708 -5.3891 -0.5881 3.8349 -0.036
N 5.496001 -0.098351 -0.073458 2.9858 3.8660 -3.7492 -0.458
N 1.363721 3.005149 0.942042 -1.8253 -0.3233 0.4587 0.121
N -2.365149 -2.268351 4.120192 -1.4227 1.1285 7.3864 -0.260
C 1.034131 4.765599 2.655432 -0.8641 0.8534 0.0672 -1.580
C -3.853159 -0.461871 -0.318218 2.3861 -2.5818 1.0616 0.056
C 1.729191 -3.599361 2.097062 -0.8681 0.6640 -0.0836 0.423
C 4.539711 -0.706551 0.492892 -3.2002 -0.7417 1.3177 0.344
C 0.711901 3.370819 2.201122 -0.7899 -2.2356 0.8893 0.454
C 2.069411 -2.909401 -2.294438 -1.5788 3.1394 1.8600 0.095
C -0.944559 -3.823201 -0.596888 0.8357 6.0655 1.1952 0.268
C -2.854769 3.512889 -3.986518 -1.5004 1.6732 -0.8884 0.549
C 1.917891 -0.445731 3.817052 -4.5561 0.5614 -0.1686 0.374
C -2.437499 1.508059 2.945212 -1.2347 -0.6210 -0.5240 -0.712
C -1.358849 -0.785101 -3.601388 0.9211 -0.3253 1.3361 0.752
C 2.800801 1.805779 -2.368338 1.1173 -1.5972 -0.6638 0.452
C -1.166339 5.618199 -0.861468 -0.4013 4.8004 1.2696 0.488
C -0.854489 3.046569 2.228852 1.0597 -1.2282 0.1281 -0.362
C -2.017349 -2.291931 2.909832 1.1726 -1.1329 -3.0327 0.197
H -2.775979 -3.131601 -0.891528 0.0240 -0.0056 0.1857 0.096
H -4.563459 3.404389 -2.974258 0.1651 0.1356 0.1334 0.164
H -2.614369 0.083139 -4.931158 0.1675 0.0909 0.3922 0.209
H -2.008959 1.072079 -3.640668 -0.1302 0.0372 -0.4760 0.213
H -5.850229 -1.253821 -0.416438 0.2573 1.1034 -0.3998 0.191
H 3.355241 -1.218591 4.860582 0.7380 0.2984 -0.4971 0.150
H -1.758259 -1.648811 -5.364328 0.0369 -0.3457 0.3115 0.159
H 0.448151 -2.434121 -3.233748 -0.0157 0.1120 0.0494 0.006
H -2.908989 5.706239 0.181612 -0.0148 -0.2449 -0.6122 0.194
H -4.546249 0.630589 -1.801918 0.0127 0.4157 0.1109 0.275
H 4.469221 -2.321291 1.669732 0.1073 0.0497 -0.0394 0.165
H 3.619261 0.001629 -2.590308 0.0145 -0.0320 -0.0847 0.164
H -1.426679 2.558299 -2.814958 -0.0865 0.1177 0.3879 -0.001
H -3.232229 2.638459 -2.188778 -0.1523 0.3256 -0.3385 0.083
H -1.950039 -1.605841 4.759622 -0.2227 -0.1659 -0.1555 0.289
H 3.603091 -3.818161 -1.523748 0.0821 0.0824 -0.2749 0.272
H -2.610889 -4.873561 -0.855828 -0.2414 0.3695 -0.1548 0.103
H 1.156571 -3.964511 -3.729908 -0.0490 0.3974 0.0550 0.140
H -2.836839 -3.058161 4.537092 -0.0284 0.4249 0.0307 0.182
H 4.164541 1.182589 -3.744968 -0.1738 -0.3345 0.2268 0.170
H 2.410201 -5.487621 2.540382 0.0815 0.1294 -0.6218 0.142
H 6.001801 -1.897541 0.959232 -0.3545 -0.5938 0.5368 0.193
H 2.030131 5.095359 2.359862 -0.0785 0.0124 0.0491 0.399
H 6.428181 -0.214061 0.297712 -0.1136 0.7272 -0.7529 0.186
H -2.399569 4.222659 -0.734978 -1.4793 0.0211 0.8638 -0.043
H 1.061861 -4.566451 3.802942 0.0533 0.1346 -0.4757 0.150
H 1.144531 2.709999 2.952282 -0.1487 -0.2833 -0.0250 -0.113
H -2.552979 0.545379 3.443212 -0.1620 -0.1173 -0.4979 0.005
H -1.212069 -2.723731 -4.129518 -0.0600 0.3409 -0.1788 0.208
H -2.280849 -3.370521 1.311912 -0.3782 -0.3099 0.1699 -0.039
H 0.730531 -4.826491 -0.792148 -0.2217 0.2463 0.2302 0.192
H -2.802659 2.253629 3.651542 0.8305 0.4429 0.3542 0.412
H -1.445379 3.297519 1.347952 0.4275 0.4624 -0.2641 0.119
H -3.094929 1.665699 2.090202 -0.5753 -0.6279 -0.0681 0.212
H -0.984669 3.138609 -4.377998 0.2518 -0.0917 0.2286 0.105
H -4.772019 -2.216991 0.273782 0.9820 0.5193 0.3040 0.229
H 0.538251 4.915759 -1.630048 -0.5415 0.3599 -0.1429 0.009
H 3.538781 3.042589 -3.705848 -0.4719 0.6143 0.1425 0.172
H 0.932961 4.804379 3.740032 0.2382 0.0012 0.0513 0.447
H -2.987099 1.085659 -1.172068 0.6600 -0.2110 0.1032 -0.218
H 1.545441 -1.242241 5.598342 -0.4943 -0.0419 -0.0461 0.145
H 0.869121 3.563979 0.261462 0.3597 -0.1403 -1.0381 -0.069
H 3.764931 -0.204621 3.428302 0.4451 -0.4600 0.3649 0.282
H 5.162121 0.576969 -0.746188 1.0254 0.4141 -0.0001 0.218
H 0.270781 5.449299 2.284022 0.2645 0.3608 -0.3135 0.324
H 2.996561 -4.612081 -2.908948 -0.1492 0.4047 0.0198 0.178
H 0.324041 -3.075221 3.395032 0.2657 0.1522 0.0455 0.109
H -0.650559 -5.712211 -1.196818 -0.1195 0.2238 0.1507 0.246
H -3.194919 -3.948881 2.710642 0.1214 0.2160 -0.3885 0.186
H 2.775991 -4.750891 0.947222 0.4567 -0.7132 0.4418 0.267
H 2.195871 3.662629 -2.743318 0.3656 -0.1020 -0.2405 0.137
H 2.360851 3.165139 0.956972 0.1348 -0.2545 -0.2110 0.306
H -1.278769 3.572789 3.083942 0.1604 0.1713 0.0272 0.524
H -0.690339 3.741379 -1.339048 0.2362 -0.2211 -0.0180 -0.214
H 0.129681 -0.787151 4.732142 0.4625 0.2217 -0.3716 0.133
```
Forces are in eV/Å.

Output
spin multiplicity = 1
charge = +2
lowest unoccupied orbital energy = -9.565 eV

3.
Below is C15H5F5IrN2O3S4 as an isolated structure, with properties calculated with the ωB97M-V functional and the def2-TZVPD basis.

```
35
Properties=species:S:1:pos:R:3:forces:R:3:mulliken_charge:R:1
Ir 0.940673 0.532920 1.465010 -0.5000 0.3337 -0.0154 1.040
S -0.353719 -1.218455 0.390506 0.2596 -0.1041 -0.1857 -0.343
S 0.403654 2.416696 0.133889 0.1216 -0.1285 -0.1533 -0.449
S -0.961823 1.060498 2.718754 0.2330 -0.1235 0.0215 -0.415
S 3.430531 -0.632592 2.221519 -0.1345 0.5166 -0.2665 1.265
F 3.100078 -2.478719 -4.249172 -0.0521 0.0069 0.0843 -0.313
F 1.759543 -3.385300 0.137396 -0.0615 0.0686 -0.0699 -0.416
F 1.302199 -0.454435 -4.395955 -0.0121 -0.0292 0.0540 -0.310
F 3.301622 -3.946060 -1.964240 -0.0341 0.0580 -0.0026 -0.312
F -0.282320 0.105658 -2.320977 0.0318 -0.0604 0.0829 -0.267
O 2.633570 0.359626 3.015201 0.0926 -0.2831 -0.1057 -0.702
O 2.944771 -0.508162 0.816702 0.2052 -0.1862 0.2481 -0.659
O 4.851334 -0.555682 2.390886 0.0485 0.0755 0.0669 -0.658
N -6.698766 2.299065 0.862411 -0.0028 -0.0150 0.0303 -0.531
N -4.984793 3.678033 -2.554646 0.0245 0.0093 -0.0059 -0.522
C -4.338284 3.287967 -1.688268 0.2052 -0.1010 0.3349 -0.144
C 2.321106 -2.197710 -3.196897 0.1654 -0.0513 -0.1964 0.696
C 0.686777 -1.599368 -0.989273 -0.2316 0.0279 0.2053 -0.021
C 1.612209 -2.633434 -0.962527 0.1219 -0.1706 0.2022 0.342
C -5.557695 2.285483 0.725078 0.4294 -0.0166 -0.1122 -0.177
C 2.896766 -2.205410 2.794387 -0.0443 -0.2951 0.0968 -0.735
C 2.421609 -2.938906 -2.037584 0.0507 -0.0805 0.0459 0.136
C -4.119045 2.277590 0.561432 -0.5239 0.0355 0.0840 0.585
C 1.407473 -1.167552 -3.267588 -0.0784 0.1071 -0.0466 -0.027
C -1.326012 2.317971 0.307687 -0.0588 0.1466 -0.0536 0.289
C 0.601524 -0.886438 -2.178849 -0.0694 0.1755 -0.1702 0.326
C -2.146069 2.816279 -0.713078 0.1572 0.0084 0.0446 -0.687
C -3.521650 2.794521 -0.598312 -0.2544 0.1393 -0.4242 0.597
C -3.319727 1.768000 1.564206 0.1404 -0.0795 0.1586 -0.703
C -1.926098 1.752762 1.447284 -0.2671 0.0696 -0.0073 0.276
H 1.893080 -2.398349 2.418902 0.0233 0.0290 0.0555 0.158
H 3.594317 -2.951590 2.418501 -0.0644 -0.0032 0.0082 0.330
H -3.779823 1.360437 2.454911 0.0194 -0.0036 -0.0096 0.505
H -1.692549 3.218811 -1.609397 0.0059 -0.0217 0.0249 0.497
H 2.905540 -2.174154 3.882104 0.0540 -0.0544 -0.0239 0.346
```
Forces are in eV/Å.

Output
spin multiplicity = 5
charge = -1
<S²> = 6.023
lowest unoccupied orbital energy (alpha / beta) = 2.191 / 0.393 eV